Here is a structure of composition C23H46Cl2FO40S11 in a non-equilibrium geometry from the Open Molecules 2025 dataset. Energies are from ωB97M-V/def2-TZVPD.

ORCA input file:
```
! wB97M-V def2-TZVPD RIJCOSX def2/J DEFGRID3
* xyz 1 1
Cl -8.488 5.090 -2.808
Cl -6.198 3.883 -0.833
S -3.563 -1.728 3.418
S -0.897 -2.719 8.275
S 2.059 -8.118 -5.114
S 1.252 -1.035 1.192
S -8.360 10.456 -4.007
S 2.596 2.064 2.175
S 2.577 3.795 -3.298
S 2.724 -2.688 -2.356
S -5.055 4.284 -3.640
S 8.804 0.245 2.732
S -2.775 0.282 -3.339
F -5.147 5.921 -3.114
O 2.967 -9.213 -5.911
O -7.452 9.360 -4.804
O -7.806 10.138 -2.507
O 2.602 -0.766 1.634
O -0.531 -4.201 7.697
O 9.174 0.399 4.121
O 3.394 0.958 1.694
O 1.384 3.689 -2.491
O 7.323 0.895 2.525
O 3.508 -1.526 -2.706
O 2.284 -2.963 -1.006
O -1.978 -0.824 -3.821
O -1.838 1.616 -3.324
O 1.424 -2.752 -3.337
O 0.387 -2.557 9.266
O 9.649 0.669 1.640
O 3.534 3.398 2.190
O -9.743 10.045 -4.083
O 2.613 -8.435 -3.614
O 3.861 3.958 -2.306
O 8.387 -1.313 2.486
O 2.717 4.747 -4.377
O -3.731 -1.887 5.032
O 2.510 -6.797 -5.491
O -2.943 0.123 -1.725
O 2.429 1.905 3.790
O 1.296 -2.301 0.164
O -2.626 -0.394 3.433
O 3.484 -4.014 -2.924
O -4.848 -1.381 2.857
O 0.391 -0.021 0.631
O 0.458 -1.778 2.407
O -2.090 -2.825 9.081
O 0.676 -8.529 -5.190
O -7.909 11.777 -4.384
O 1.311 2.411 1.614
O -0.757 -1.767 7.195
O -2.766 -2.834 2.936
O 2.943 2.314 -3.875
O -4.060 0.629 -3.900
C 1.084 -3.798 9.349
C 4.298 2.012 -3.552
C 0.968 -3.490 0.879
C -1.781 2.142 -2.000
C -1.973 0.942 -1.076
C -2.569 0.132 4.758
C -6.996 8.964 -2.538
C 4.013 -9.662 -5.051
C -6.195 3.247 -2.575
C 6.968 -1.430 2.557
C -7.712 3.424 -3.174
C 1.634 -3.743 -4.341
C 0.824 -4.502 8.020
C -2.761 -1.068 5.681
C -6.406 8.912 -3.945
C 4.559 2.716 -2.223
C 3.398 2.724 4.439
C 6.431 -0.102 2.028
C -0.013 -3.048 1.961
C 2.566 -4.773 -3.709
C 3.591 3.924 3.515
C 3.423 -9.610 -3.645
C -8.596 2.149 -2.598
H 2.775 4.645 3.631
H -9.595 1.989 -3.220
H -1.837 -1.647 5.773
H -6.222 9.014 -1.767
H 1.459 -4.093 7.227
H -0.825 2.644 -1.830
H 6.693 -1.576 3.607
H 3.097 -5.368 -4.455
H 6.462 -0.072 0.935
H 5.411 0.096 2.368
H -7.919 1.187 -2.790
H 6.621 -2.283 1.969
H -7.642 8.100 -2.349
H -7.653 3.343 -4.360
H -1.049 0.363 -0.984
H 4.854 -8.968 -5.152
H 4.336 -10.667 -5.330
H 4.323 2.145 4.531
H -5.876 2.122 -2.606
H 0.974 -5.582 8.085
H -5.544 4.225 -4.955
H 2.107 -3.260 -5.203
H 1.890 -3.883 1.320
H 4.933 2.421 -4.346
H 2.017 -5.440 -3.035
H 4.197 -9.560 -2.874
H -3.384 0.853 4.873
H -8.786 2.197 -1.438
H 4.449 0.932 -3.488
H 3.053 3.016 5.434
H 0.682 -4.183 -4.649
H -3.107 -0.776 6.676
H -1.019 -2.914 1.549
H -2.319 1.234 -0.081
H 4.547 4.426 3.685
H 5.624 2.888 -2.049
H -2.596 2.863 -1.884
H 2.777 -10.473 -3.456
H -5.565 9.606 -4.045
H -1.613 0.634 4.927
H -6.083 7.906 -4.224
H -0.054 -3.754 2.795
H 0.666 -4.368 10.186
H 0.540 -4.238 0.207
H 4.141 2.146 -1.387
H 2.150 -3.626 9.524
*
```

Results
E_LUMO, eV: -6.5
Orbital gap, eV: 4.310
E_tot, Ha: -9313.04045

These are the Mulliken partial charges, in e, on atoms 1 to 4:
1 Cl -0.095
2 Cl -0.012
3 S 1.064
4 S 1.082